{
  "formula": "C4H5NO2",
  "method": "ωB97M-V/def2-TZVPD",
  "gap_ev": [5.1, 7.3],
  "relative_energy_kcal_mol": 122.0,
  "spin_multiplicity": 3,
  "max_force_ev_per_a": 6.6,
  "symbols": ["C", "C", "C", "C", "N", "O", "O", "H", "H", "H", "H", "H"],
  "xyz": [[1.567807, -0.044780, -0.105284], [0.386760, 0.557392, -0.026310], [2.759906, -0.532987, -0.113342], [-3.008103, -0.646828, -0.067454], [-2.024566, 0.105387, -0.178973], [-0.709475, -0.238735, 0.210895], [0.299373, 1.931108, -0.026252], [3.419900, -0.882502, -0.857867], [3.403593, -0.818262, 0.860422], [-2.912866, -1.630832, 0.228656], [-4.028892, -0.302744, -0.434085], [0.846563, 2.503779, 0.509596]],
  "forces_ev_per_angstrom": [[-2.834, 0.388, 0.076], [0.940, 1.303, 0.888], [5.481, -2.050, 2.962], [-0.712, 0.261, -0.723], [0.275, 4.276, -1.000], [-0.474, -1.074, -0.393], [-3.161, -0.928, -0.518], [-0.155, -0.455, -1.398], [-1.903, 1.245, -1.660], [0.028, -2.229, 1.016], [1.637, -0.108, 0.480], [0.878, -0.627, 0.269]],
  "lowdin_spin": [0.563, 0.396, 0.493, 0.030, 0.037, 0.151, 0.166, 0.069, 0.075, 0.002, 0.005, 0.012]
}